Entry 1:
C24H24F10N9O2SSr as an isolated structure at a distorted geometry, computed with the ωB97M-V functional and the def2-TZVPD basis.

Energy above the lowest of the compared OMol25 structures with the same formula, charge and spin (eV): 0.6173
Kohn-Sham gap (eV): 6.8
Strongest force on any atom (eV/Å): 1.10
Net charge: -1

Atoms and positions in Å:
Sr -0.1802 -0.2967 0.5411
C -1.5858 3.0768 0.4162
N -1.2660 1.9714 1.3241
C -0.4386 2.4904 2.4353
C 0.0298 1.4722 3.4764
N 0.6305 0.3155 2.8348
C 1.3849 -0.5363 3.5516
C 1.7203 -0.5276 4.9264
F 1.2251 0.4327 5.7455
C 2.5312 -1.4756 5.5248
F 2.7962 -1.3696 6.8361
C 3.0697 -2.5281 4.8132
F 3.8673 -3.4362 5.4059
C 2.7560 -2.6113 3.4651
F 3.2351 -3.6201 2.7257
C 1.9522 -1.6603 2.8923
F 1.6658 -1.8298 1.5607
C -2.5353 1.3535 1.7944
C -3.2360 0.4406 0.7724
N -2.5006 -0.8175 0.6706
C -3.0821 -1.9366 0.2036
C -2.3272 -3.1342 0.2900
F -1.0843 -3.0547 0.8364
C -2.7638 -4.3635 -0.1332
F -1.9805 -5.4427 -0.0023
C -4.0286 -4.4952 -0.6916
F -4.4750 -5.6940 -1.1143
C -4.8061 -3.3618 -0.8037
F -6.0259 -3.4565 -1.3571
C -4.3523 -2.1259 -0.3746
F -5.1763 -1.0705 -0.5794
H -2.2699 3.7839 0.9094
H -2.0243 2.6966 -0.5042
H -0.6678 3.5980 0.1478
H -0.9877 3.2986 2.9488
H 0.4413 2.9449 1.9722
H -0.8172 1.1998 4.1229
H 0.7223 2.0134 4.1298
H -3.2145 2.1595 2.1131
H -2.3165 0.7422 2.6718
H -3.3267 0.9585 -0.1914
H -4.2601 0.3007 1.1338
C 2.2647 4.9935 -3.1093
C 3.0379 3.8141 -2.6601
N 4.2845 3.5632 -2.9367
N 4.5261 2.3827 -2.2876
C 3.4634 1.8946 -1.6232
S 3.3197 0.5474 -0.6360
N 2.4997 2.8206 -1.9010
N 1.2102 2.8329 -1.3354
H 2.9199 5.6457 -3.6814
H 1.8578 5.5289 -2.2518
H 1.4239 4.6941 -3.7360
H 5.4395 1.9686 -2.2939
H 0.5312 2.5814 -2.0767
H 1.2073 1.9394 -0.8315
C 1.2298 -2.6485 -3.5875
C 0.6055 -1.7848 -2.5350
N 0.7412 -2.0525 -1.2913
O 1.5237 -3.2016 -1.0973
C -0.1271 -0.5563 -2.9448
C -0.5884 -0.3671 -4.3556
N -0.3470 0.3465 -2.0392
O -0.9249 1.4660 -2.4067
H 2.2838 -2.8027 -3.3558
H 1.1353 -2.1988 -4.5708
H 0.7631 -3.6352 -3.6042
H 1.5631 -3.2680 -0.1367
H -0.8702 -1.3140 -4.8173
H 0.1698 0.0965 -4.9967
H -1.4421 0.3086 -4.3403

=====

Entry 2:
A 8-piece molecular cluster, C24H24F8O24 overall at a distorted geometry, computed with the ωB97M-V functional and the def2-TZVPD basis.

Energy above the lowest of the compared OMol25 structures with the same formula, charge and spin (eV): 2.8367
Kohn-Sham gap (eV): 9.2
Strongest force on any atom (eV/Å): 6.54
SMILES: O=C1OC[C@@H](F)O1.O=C1OC[C@@H](F)O1.O=C1OC[C@@H](F)O1.O=C1OC[C@@H](F)O1.O=C1OC[C@@H](F)O1.O=C1OC[C@@H](F)O1.O=C1OC[C@@H](F)O1.O=C1OC[C@@H](F)O1

Atoms and positions in Å:
C 1.1307 1.6606 -4.3853
C 0.9509 0.2541 -4.7762
O 2.0040 0.0190 -5.7172
C 2.3840 1.1976 -6.1569
O 3.2121 1.4710 -7.0147
O 1.7277 2.1714 -5.5425
F -0.2358 0.1674 -5.3052
H 1.8193 1.7230 -3.5427
H 0.2184 2.1479 -4.0416
H 1.0849 -0.4221 -3.9319
C 4.4085 2.0289 0.6856
C 4.2972 3.3247 -0.1155
O 4.5940 2.8709 -1.4162
C 4.2066 1.5805 -1.5241
O 3.9806 0.9651 -2.5730
O 3.8460 1.1308 -0.2670
F 5.0926 4.3048 0.3425
H 3.7621 2.1164 1.5589
H 5.3954 1.7855 1.0794
H 3.2661 3.6615 -0.0081
C -3.8743 -3.1090 3.1839
C -2.9901 -3.6646 2.1282
O -3.0871 -2.7571 1.0830
C -4.0852 -1.9211 1.3054
O -4.4156 -1.0655 0.4581
O -4.5146 -2.0615 2.5512
F -3.5676 -4.8374 1.7659
H -3.2747 -2.7805 4.0328
H -4.6483 -3.8209 3.4707
H -2.0050 -3.9035 2.5289
C -1.1702 0.4077 0.0061
C -0.0520 -0.3318 -0.8015
O 0.8056 0.6502 -1.1449
C 0.3937 1.8602 -0.6181
O 1.0289 2.9134 -0.6924
O -0.6978 1.7404 0.0784
F -0.5941 -0.8492 -1.9415
H -1.3541 0.0053 1.0023
H -2.1078 0.4434 -0.5488
H 0.4724 -1.1353 -0.2843
C -0.1407 4.3621 4.0289
C -0.3524 4.1509 2.5250
O 0.3502 5.2518 1.9880
C 0.5518 6.1894 2.8873
O 1.0579 7.2570 2.6884
O 0.0127 5.7611 4.0479
F -1.5974 4.1625 2.1246
H 0.7886 3.8427 4.2632
H -0.9749 4.1637 4.7019
H 0.1045 3.2010 2.2473
C -3.3301 -0.1003 -3.2543
C -4.1076 -0.1778 -4.5673
O -3.4921 0.8607 -5.3857
C -2.5992 1.5460 -4.6906
O -2.0220 2.5334 -5.1161
O -2.4217 0.9284 -3.5203
F -5.3557 0.2317 -4.3842
H -2.8468 -1.0393 -2.9844
H -3.9708 0.1368 -2.4049
H -4.0867 -1.1755 -5.0058
C 0.8708 -6.4410 -0.0285
C 1.9224 -6.1727 1.0473
O 1.5761 -4.8399 1.4911
C 0.4633 -4.4094 0.8433
O 0.0114 -3.2511 0.8426
O -0.0388 -5.3379 0.1038
F 3.1947 -6.1969 0.5764
H 0.3919 -7.4175 0.0429
H 1.2368 -6.4707 -1.0548
H 1.8318 -6.8887 1.8641
C 0.1566 -0.3444 4.7818
C 0.4537 -1.4296 3.7510
O 1.3045 -0.7080 2.8934
C 1.1650 0.5572 3.0366
O 1.7881 1.4444 2.4143
O 0.4139 0.8609 4.1203
F -0.6434 -1.7740 3.0539
H 0.8286 -0.4672 5.6312
H -0.8303 -0.4748 5.2258
H 0.9277 -2.2670 4.2630

=====

Entry 3:
The molecule C24H24N2O3S at a distorted geometry, computed with the ωB97M-V functional and the def2-TZVPD basis.

Energy above the lowest of the compared OMol25 structures with the same formula, charge and spin (eV): 0.0149
Kohn-Sham gap (eV): 7.1
Strongest force on any atom (eV/Å): 1.05
SMILES: CC(C)CNC(=O)COC(=O)c1c2c(nc3ccccc13)/C(=C/c1cccs1)CC2

Atoms and positions in Å:
C 6.7030 0.3417 -2.9957
H 7.3713 1.1683 -3.2302
H 7.2833 -0.5777 -3.0019
H 6.3093 0.4770 -1.9907
C 5.5661 0.2507 -4.0126
C 4.5680 -0.8285 -3.6058
H 3.7604 -0.8949 -4.3309
H 4.1396 -0.5967 -2.6338
H 5.0602 -1.7963 -3.5422
H 5.9919 -0.0059 -4.9892
C 4.8614 1.6050 -4.1878
N 4.2497 2.0950 -2.9729
C 2.9180 2.0997 -2.7874
O 2.1079 1.7687 -3.6228
C 2.4718 2.6370 -1.4132
H 2.0530 3.6378 -1.5331
H 3.3045 2.6518 -0.7016
O 1.4144 1.8427 -0.9018
C 1.7268 0.5524 -0.7112
O 2.8489 0.1342 -0.8812
C 0.5692 -0.2435 -0.2399
C -0.3890 0.3025 0.5777
C -1.4350 -0.5272 1.0676
N -1.5765 -1.7933 0.7760
C -0.6712 -2.3463 -0.0537
C -0.8386 -3.7065 -0.3860
C 0.0405 -4.3295 -1.2267
C 1.1173 -3.6169 -1.7717
C 1.3104 -2.2958 -1.4658
C 0.4353 -1.6234 -0.5942
H 2.1408 -1.7606 -1.8951
H 1.7995 -4.1164 -2.4436
H -0.0923 -5.3710 -1.4807
H -1.6834 -4.2236 0.0413
C -2.3026 0.2268 1.9483
C -3.3942 -0.3137 2.5252
C -4.3288 0.3018 3.4105
C -4.3812 1.5576 3.9686
C -5.4971 1.7514 4.8014
C -6.2950 0.6524 4.8821
S -5.6958 -0.6477 3.9399
H -7.2016 0.5282 5.4404
H -5.7000 2.6713 5.3211
H -3.6453 2.3195 3.7984
H -3.5926 -1.3497 2.2829
C -1.7548 1.6226 2.0638
H -2.5141 2.3580 1.7918
H -1.4514 1.8209 3.0945
C -0.5453 1.6905 1.1103
H 0.3600 2.0250 1.6196
H -0.7281 2.3824 0.2869
H 4.8650 2.2614 -2.1935
H 5.5799 2.3530 -4.5406
H 4.0572 1.5104 -4.9205

=====

Entry 4:
The molecule C24H24N2O6, computed with the ωB97M-V functional and the def2-TZVPD basis.

Energy above the lowest of the compared OMol25 structures with the same formula, charge and spin (eV): 1.8763
Kohn-Sham gap (eV): 8.4
Strongest force on any atom (eV/Å): 0.64
SMILES: COc1ccccc1OCC(=O)Nc1ccc(NC(=O)COc2ccccc2OC)cc1

Atoms and positions in Å:
C -1.4615 0.1913 3.5331
H -1.6122 -0.1836 4.5494
O -2.6882 0.4201 2.8813
C -3.5717 -0.6192 2.7824
C -3.3146 -1.9221 3.1795
C -4.2764 -2.9065 3.0127
C -5.5008 -2.5990 2.4554
C -5.7727 -1.2990 2.0608
C -4.8225 -0.3055 2.2176
O -5.0507 1.0194 1.9060
C -5.5704 1.3031 0.6264
H -6.4130 0.6609 0.3527
C -4.5134 1.2099 -0.4867
O -4.8354 1.0558 -1.6454
N -3.2571 1.3425 -0.0085
C -2.0456 1.3236 -0.7013
C -0.8768 1.5600 0.0190
C 0.3556 1.5548 -0.6012
C 0.4419 1.3091 -1.9688
C -0.7273 1.0734 -2.6892
C -1.9602 1.0808 -2.0694
H -2.8581 0.9030 -2.6368
H -0.6704 0.8832 -3.7520
N 1.6587 1.2753 -2.6602
C 2.9180 1.4705 -2.1784
O 3.1945 1.7901 -1.0468
C 3.9834 1.2627 -3.2625
O 5.2751 1.1301 -2.7325
C 5.5128 0.2770 -1.6903
C 6.7268 0.4852 -1.0444
C 7.1261 -0.3057 0.0144
C 6.3000 -1.3227 0.4514
C 5.0906 -1.5482 -0.1822
C 4.6847 -0.7738 -1.2608
O 3.5035 -0.9962 -1.9384
C 2.5157 -1.7752 -1.3085
H 2.3130 -1.4163 -0.2953
H 1.6168 -1.6631 -1.9146
H 2.7957 -2.8332 -1.2771
H 4.4605 -2.3503 0.1679
H 6.5875 -1.9461 1.2843
H 8.0717 -0.1194 0.4995
H 7.3413 1.2980 -1.3973
H 4.0298 2.1584 -3.8927
H 3.7223 0.3966 -3.8848
H 1.5749 1.0327 -3.6376
H 1.2523 1.7446 -0.0362
H -0.9398 1.7558 1.0787
H -3.1792 1.4534 1.0002
H -5.9276 2.3369 0.6705
H -6.7367 -1.0572 1.6404
H -6.2514 -3.3635 2.3291
H -4.0580 -3.9167 3.3232
H -2.3618 -2.1853 3.6101
H -0.9648 1.1593 3.5817
H -0.8347 -0.5097 2.9721

=====

> Which value of Kohn-Sham gap does entry 4 give?

8.4 eV